Record 1
C10H14O3S | the ωB97M-V functional and the def2-TZVPD basis

```
28
Properties=species:S:1:pos:R:3:mulliken_charge:R:1
C -0.551 0.761 -0.944 0.7445
H -0.983 2.750 1.238 0.3308
O -1.389 2.681 -2.095 -0.5843
H 3.782 -3.256 1.809 0.3027
C 0.580 -1.305 1.149 0.5949
H -1.358 0.220 -2.865 0.3566
C 2.230 -2.108 2.641 -0.5223
H -1.875 3.863 0.142 0.3805
H 0.186 2.749 -0.954 0.5238
C 2.830 -2.761 1.548 -0.3841
H -3.167 0.008 -0.709 0.3854
H 0.859 -1.819 -0.987 0.2791
H -1.513 -0.984 -1.731 0.5177
C -0.736 2.280 -0.888 -0.1865
H 2.538 -2.280 3.601 0.4606
C 1.148 -2.009 0.062 -0.1732
H 0.799 -0.710 3.236 0.3532
H -2.285 2.417 -1.989 0.3760
H 1.439 0.760 -1.002 0.3958
H -2.469 2.154 0.327 0.3416
C 1.086 -1.383 2.454 -0.6117
O 0.673 0.413 -1.501 -0.5333
C -1.651 0.028 -1.798 -1.0683
H 2.835 -2.929 -0.693 0.3121
C -1.620 2.802 0.341 -1.2943
S -0.754 -0.081 0.864 -0.2419
O -2.951 0.410 -1.512 -0.5495
C 2.316 -2.673 0.254 -0.5058
```

Properties
- Electronic energy: -27572.98851 eV
- Highest occupied orbital energy: -8.37 eV
- ΔE to the lowest compared entry with this formula, charge and spin: 44.7 kcal per mole
- Gap between HOMO and LUMO: 9.03 eV
- SMILES: C[C@H](O)[C@](O)(CO)Sc1ccccc1
- Strongest force on any atom: 3.64 eV/Å

---

Record 2
C10H14O6RbS2 | the ωB97M-V functional and the def2-TZVPD basis

```
33
Properties=species:S:1:pos:R:3:mulliken_charge:R:1
C 32.093 18.300 -5.156 -0.8936
S 28.864 27.440 -4.828 0.4637
C 30.561 26.816 -4.995 -0.7870
H 31.536 18.983 -5.797 0.3167
O 33.049 27.136 -0.224 -0.7910
H 33.137 18.565 -5.325 0.2991
H 33.164 16.933 -2.606 0.3532
H 32.886 18.145 -1.442 0.3190
O 34.069 31.332 -1.804 -0.8069
C 32.355 31.280 0.071 0.2912
H 28.337 29.584 -4.307 0.3006
C 32.979 18.004 -2.519 -0.8957
H 29.920 29.679 -5.010 0.3676
H 31.952 17.278 -5.509 0.3386
Rb 29.446 23.933 -0.084 0.9414
H 30.513 25.911 -5.600 0.2884
C 31.733 30.468 0.953 -0.5928
H 30.806 26.605 -3.955 0.2521
C 32.868 28.339 -0.131 0.5371
C 29.337 29.154 -4.254 -0.9318
O 28.249 26.710 -3.635 -0.6376
C 33.329 30.649 -0.955 0.4929
H 31.229 27.604 -5.344 0.3276
H 33.866 18.506 -2.906 0.2993
O 31.591 28.326 1.941 -0.7578
H 29.704 29.127 -3.228 0.3487
O 31.399 20.077 -3.165 -0.6011
C 33.515 29.320 -1.034 -0.6272
C 32.003 29.025 1.032 0.4049
O 32.033 32.519 0.101 -0.7915
H 34.120 28.926 -1.837 0.3482
S 31.477 18.550 -3.416 0.4644
H 30.939 30.837 1.586 0.3592
```

Properties
- Electronic energy: -45203.14115 eV
- Highest occupied orbital energy: -1.71 eV
- ΔE to the lowest compared entry with this formula, charge and spin: 106.1 kcal per mole
- Gap between HOMO and LUMO: 1.76 eV
- Total charge: -1
- Strongest force on any atom: 5.27 eV/Å

---

Record 3
C10H14OS | the ωB97M-V functional and the def2-TZVPD basis

```
26
Properties=species:S:1:pos:R:3:mulliken_charge:R:1
C 2.580 1.579 -0.146 -0.8361
H 3.816 -0.151 0.121 0.3908
C 2.796 0.074 -0.146 -0.3443
H 3.072 2.242 -0.780 0.4595
H -3.581 -0.451 1.351 0.2253
C 1.029 1.783 -0.191 -1.1089
O -1.499 -0.551 0.837 -0.2733
H 0.222 1.840 1.817 0.2415
H 0.652 0.139 1.188 0.4066
C 1.323 -1.844 -1.061 -0.1538
H 2.777 2.118 0.801 0.3106
C -1.148 0.704 0.546 -0.1332
H -4.134 0.151 -0.768 0.4031
C -2.850 -0.889 0.589 -0.4204
H -2.877 -2.035 0.595 0.2493
H 1.408 -2.235 -2.156 0.2396
C 1.975 -0.811 -0.615 0.2378
H -2.698 -0.718 -1.518 0.3416
S -2.182 1.427 -0.615 -0.1459
H 0.462 -2.384 0.831 0.3200
H 0.128 -3.501 -0.698 0.3436
C -3.097 -0.161 -0.740 -0.5899
C 0.510 -2.619 -0.247 -0.9813
H 0.702 1.303 -1.248 0.2945
C 0.234 1.048 0.918 -0.2062
H 0.712 2.760 -0.287 0.7297
```

Properties
- Electronic energy: -23473.42544 eV
- Highest occupied orbital energy (spin up / spin down): -7.38 / -5.73 eV
- ΔE to the lowest compared entry with this formula, charge and spin: 153.2 kcal per mole
- Gap between HOMO and LUMO (spin up / spin down): 8.20 / 5.71 eV
- Strongest force on any atom: 5.02 eV/Å

---

Record 4
C10H15BNO4PS | the ωB97M-V functional and the def2-TZVPD basis

```
33
Properties=species:S:1:pos:R:3:mulliken_charge:R:1
C -0.401 -1.672 0.599 0.2541
H -3.394 -1.277 3.193 0.3612
C 2.660 4.302 -2.335 -0.5047
C 0.893 2.803 -3.193 0.1447
B -2.722 -2.601 1.555 0.1739
C 3.387 4.405 -3.671 -1.1480
H 3.381 4.404 -1.522 0.3275
N 0.121 2.709 -4.029 -0.4611
C -1.666 -2.407 3.916 -1.0419
H -1.000 -1.569 3.765 0.2253
C -0.665 -3.933 0.526 0.1762
O 1.959 -2.020 0.078 -0.4929
H -3.976 -3.862 0.843 0.3315
H 3.928 5.349 -3.741 0.3322
C 0.821 -2.383 0.063 0.4016
H 0.483 0.571 1.464 0.1028
P -0.633 0.094 0.762 0.1957
C 1.913 2.974 -2.159 -0.0876
C -1.274 -2.619 0.914 0.3944
H -1.803 0.307 1.508 0.0449
H -1.910 -2.542 4.957 0.3654
H 4.107 3.594 -3.790 0.2936
H 1.420 2.932 -1.190 0.1871
C -2.949 -2.259 3.074 -0.4325
O -0.949 -5.039 0.881 -0.5203
O -3.802 -2.921 0.761 -0.5377
H 2.688 4.365 -4.507 0.3494
O 0.389 -3.628 -0.333 -0.2553
H 1.954 5.129 -2.242 0.3007
H -1.149 -3.306 3.608 0.3267
H 2.606 2.134 -2.218 0.2642
H -3.657 -2.987 3.454 0.3132
S -0.762 0.954 -0.990 -0.3842
```

Properties
- Electronic energy: -41093.98230 eV
- Highest occupied orbital energy: -9.24 eV
- Gap between HOMO and LUMO: 7.82 eV
- SMILES: CCB(O)C1=C([PH2]=S)C(=O)OC1=O.CCCC#N
- Strongest force on any atom: 2.20 eV/Å

---

Record 5
C10H15BrO2 | the ωB97M-V functional and the def2-TZVPD basis

```
28
Properties=species:S:1:pos:R:3:mulliken_charge:R:1
C -3.283 -0.485 0.099 -0.4221
H 2.799 -0.341 -0.452 0.3154
H 1.446 1.486 2.627 0.3640
H -1.942 1.893 0.362 0.4720
H -2.687 1.948 -1.231 0.5503
O -1.178 -1.963 0.473 -0.4790
C 2.270 -0.927 0.301 -1.3688
H -3.129 -0.123 -2.528 0.4429
C -3.702 -1.707 0.285 0.4585
C -2.202 -0.508 -2.105 -1.8956
C -1.894 1.488 -0.644 -2.2916
H 3.018 -1.368 0.958 0.4009
H 1.738 -1.729 -0.205 0.3888
O -4.097 -2.757 0.580 -0.4422
H 2.447 0.063 2.943 0.3346
H -1.377 -0.154 -2.720 0.4366
H -2.233 -1.596 -2.141 0.4225
C -2.037 -0.031 -0.651 2.0621
H -0.509 0.703 1.618 0.3108
C 1.367 -0.039 1.108 1.2811
H -0.103 -0.906 -0.933 0.2462
H 2.958 1.238 1.737 0.3416
H -0.937 1.760 -1.084 0.4251
Br -4.733 0.752 0.374 -0.2130
C -0.758 -0.713 -0.067 -0.0013
C 0.054 0.077 0.941 -1.0435
C 2.090 0.742 2.167 -1.4602
H -0.417 -2.411 0.857 0.3640
```

Properties
- Electronic energy: -84746.63028 eV
- Highest occupied orbital energy (spin up / spin down): -5.70 / -9.63 eV
- Gap between HOMO and LUMO (spin up / spin down): 6.27 / 7.84 eV
- Spin multiplicity: 3
- Strongest force on any atom: 2.79 eV/Å

---

Record 6
C10H15ClFY2 | the ωB97M-V functional and the def2-TZVPD basis

```
29
Properties=species:S:1:pos:R:3:mulliken_charge:R:1
H -2.106 -2.198 1.265 0.2919
H -2.372 -1.250 2.737 0.3104
Y -0.581 0.163 0.897 0.9757
H -0.016 -1.984 -4.737 0.2770
C 2.546 1.284 -3.584 -1.2182
H 4.155 1.399 3.800 0.3692
C 2.500 0.942 2.440 -0.3945
C -0.731 1.108 -1.123 -1.4892
C 1.169 1.198 2.216 0.1325
H 2.455 2.029 -2.773 0.2496
C 3.105 1.576 3.550 -0.3347
C -2.307 -1.181 1.643 -1.3935
H -0.624 2.340 2.626 0.2064
C 0.995 2.741 4.027 -0.6695
H 0.446 3.450 4.637 0.3713
C 2.318 2.431 4.321 0.2585
F 2.885 2.975 5.449 -0.3243
C 0.405 2.100 2.924 -0.4178
H -1.567 1.111 -1.843 0.4684
H -1.399 -0.953 -4.252 0.2402
H -3.287 -0.872 1.255 0.3165
Cl 2.212 -2.163 -2.540 -0.6148
H 3.080 0.280 1.786 0.3579
H 3.423 0.643 -3.376 0.2705
Y 0.852 -0.143 -2.940 1.0745
H -0.453 -0.541 -5.715 0.2772
H 2.678 1.804 -4.531 0.2867
C -0.391 -0.944 -4.705 -1.2137
H -0.254 2.102 -1.236 0.3355
```

Properties
- Electronic energy: -27937.84172 eV
- Highest occupied orbital energy: -4.33 eV
- ΔE to the lowest compared entry with this formula, charge and spin: 0.0 kcal per mole
- Gap between HOMO and LUMO: 6.64 eV
- Total charge: -1
- Strongest force on any atom: 3.21 eV/Å